A structure of composition C8H11N3S at a distorted geometry. Source: OMol25; level of theory: the ωB97M-V functional and the def2-TZVPD basis.

Atoms and positions in Å:
1 C 1.27 1.97 1.05
2 C 0.96 1.03 0.42
3 C -3.66 1.08 0.19
4 C -1.89 -0.03 0.53
5 C 2.44 -1.39 0.69
6 C 0.16 0.39 -1.84
7 C 1.68 -1.00 -0.57
8 C 0.59 -0.06 -0.40
9 N -2.40 0.79 -0.32
10 N -4.13 0.60 1.26
11 N -0.71 -0.66 0.40
12 S -3.01 -0.47 1.89
13 H 1.34 2.83 1.70
14 H -4.32 1.76 -0.44
15 H 2.95 -0.45 1.16
16 H 3.20 -2.18 0.40
17 H 1.89 -1.85 1.48
18 H 1.14 0.47 -2.34
19 H -0.36 -0.47 -2.28
20 H -0.50 1.28 -1.98
21 H 2.42 -0.62 -1.22
22 H 1.24 -1.91 -1.04
23 H -0.30 -1.08 1.25

Output
Energy above the lowest of the compared OMol25 structures with the same formula, charge and spin, kcal per mole: 63.5
Total energy, eV: -23777.1114
Kohn-Sham gap, eV: 9.4

A cluster of 5 separate species, C35H42Br2Cl12NO7PS2 in total at a distorted geometry. Source: OMol25; level of theory: the ωB97M-V functional and the def2-TZVPD basis.

Atoms and positions in Å:
1 C -1.97 4.05 3.15
2 C -3.19 4.05 2.64
3 C -3.45 4.62 1.29
4 O -3.51 5.80 1.08
5 O -3.60 3.71 0.27
6 C -4.95 3.38 -0.03
7 C -5.05 2.69 -1.40
8 C -3.73 2.09 -1.92
9 C -3.88 0.64 -2.41
10 C -3.82 -0.36 -1.26
11 C -2.53 -0.20 -0.42
12 C -2.04 -1.49 0.19
13 C -2.74 -2.09 1.23
14 C -4.00 -1.47 1.80
15 C -4.00 -1.49 3.32
16 C -3.04 -0.39 3.99
17 O -4.63 -0.52 3.98
18 C -2.27 -3.28 1.77
19 C -1.10 -3.87 1.32
20 P -0.44 -5.41 2.07
21 O -0.32 -6.40 0.77
22 Br -2.28 -6.27 2.98
23 C -0.40 -3.25 0.29
24 C -0.87 -2.08 -0.28
25 N -0.21 -1.43 -1.36
26 Br -0.99 -2.04 -3.02
27 C 1.20 -1.51 -1.41
28 C 1.86 -0.45 -1.99
29 C 3.24 -0.37 -2.08
30 C 3.72 0.88 -2.80
31 O 5.06 1.26 -2.71
32 C 5.32 2.21 -1.68
33 C 5.05 1.74 -0.24
34 C 4.21 2.74 0.59
35 C 3.99 -1.42 -1.54
36 S 5.78 -1.39 -1.55
37 C 3.36 -2.52 -0.95
38 C 4.15 -3.63 -0.31
39 C 4.50 -3.25 1.13
40 O 3.32 -2.89 1.87
41 C 3.26 -1.60 2.27
42 O 3.95 -1.12 3.13
43 C 1.95 -2.56 -0.91
44 S 1.12 -3.97 -0.26
45 H -1.12 4.40 2.58
46 H -1.77 3.70 4.16
47 H -4.03 3.66 3.19
48 H -5.40 2.76 0.75
49 H -5.53 4.30 -0.06
50 H -5.77 1.88 -1.31
51 H -5.45 3.38 -2.13
52 H -2.92 2.20 -1.21
53 H -3.43 2.67 -2.80
54 H -4.86 0.57 -2.87
55 H -3.11 0.43 -3.15
56 H -3.82 -1.37 -1.67
57 H -4.68 -0.21 -0.61
58 H -2.72 0.49 0.41
59 H -1.73 0.25 -1.00
60 H -4.06 -0.42 1.56
61 H -4.88 -2.03 1.47
62 H -4.01 -2.46 3.83
63 H -2.66 -1.19 4.68
64 H -3.02 0.35 4.79
65 H -2.81 -3.79 2.55
66 H 0.61 -6.54 0.57
67 H 1.26 0.37 -2.39
68 H 3.09 1.72 -2.48
69 H 3.50 0.73 -3.86
70 H 4.77 3.12 -1.93
71 H 6.37 2.45 -1.77
72 H 6.00 1.59 0.26
73 H 4.53 0.79 -0.22
74 H 4.57 2.77 1.62
75 H 3.16 2.48 0.58
76 H 4.31 3.74 0.18
77 H 6.01 -2.05 -2.69
78 H 5.09 -3.78 -0.82
79 H 3.59 -4.57 -0.33
80 H 5.00 -4.06 1.65
81 H 5.14 -2.37 1.08
82 H 2.50 -1.00 1.75
83 C 3.45 6.65 -1.78
84 Cl 4.12 6.74 -0.16
85 Cl 3.16 4.97 -2.27
86 Cl 1.96 7.59 -1.89
87 H 4.17 7.07 -2.47
88 C 1.43 -2.39 -6.03
89 Cl 2.30 -3.52 -7.07
90 Cl 2.38 -1.99 -4.60
91 Cl 0.99 -0.93 -6.91
92 H 0.52 -2.87 -5.70
93 C 0.35 8.65 1.39
94 Cl -1.09 9.58 1.00
95 Cl 1.54 9.64 2.24
96 Cl -0.05 7.21 2.33
97 H 0.80 8.33 0.46
98 C -2.75 -10.27 3.32
99 Cl -3.09 -9.94 1.62
100 Cl -1.15 -9.71 3.77
101 Cl -3.98 -9.54 4.35
102 H -2.79 -11.34 3.46

Output
Total energy, eV: -374106.1325
Kohn-Sham gap, eV: 7.6
Structure (SMILES): C=CC(=O)OCCCCCCc1c(C[C@H]2CO2)cc(P(O)Br)c2c1N(Br)c1cc(COCCC)c(S)c(CCOC=O)c1S2.ClC(Cl)Cl.ClC(Cl)Cl.ClC(Cl)Cl.ClC(Cl)Cl

Q: Among the records above, which one has the lowest total energy?
A: C35H42Br2Cl12NO7PS2

Q: Among the records above, which one has the lowest Kohn-Sham gap?
A: C35H42Br2Cl12NO7PS2

Q: Among the records above, which one has the highest Kohn-Sham gap?
A: C8H11N3S

Q: What is the total energy in the second record?
A: -374106.1325 eV